(1)
Here is the ion C8H10N3O with charge +1 at a distorted geometry from OMol25. Energies are from ωB97M-V/def2-TZVPD.

Values from the calculation:
calculated total energy	-14962.5503	eV
expectation value of S²	2.029
2S+1	3
net charge	+1
HOMO level (alpha / beta)	-10.04 / -14.11	eV
gap between HOMO and LUMO (alpha / beta)	0.2484 / 0.2475	hartree
relative energy (zero: lowest compared OMol25 entry of this formula, charge and spin)	64.7	kcal per mole

Structure (XYZ):
```
22
Properties=species:S:1:pos:R:3:forces:R:3
N -0.457504 -0.490836 -0.104800 -1.08 1.60 1.22
C 2.879809 -0.577016 1.173985 2.80 -3.22 1.33
N -2.692691 -0.121085 0.034335 -4.39 -2.15 1.64
H -3.631415 0.259609 -0.190726 1.01 -0.85 0.57
C 1.555333 -0.770182 1.036922 -0.11 -0.83 1.77
C -2.365158 -1.249651 0.875655 -2.17 -0.32 0.85
C 1.626506 0.755466 -0.795349 -0.10 1.47 -1.91
H -2.033529 1.087809 -2.505196 1.07 -0.36 0.55
H -2.250337 2.310205 -1.405365 1.02 -0.47 0.96
H 0.995947 -1.369009 1.772819 0.49 0.33 -0.64
H -2.826423 -1.209672 1.898963 0.51 0.22 -0.82
H 4.590678 0.370278 0.317832 1.56 -0.50 -0.32
C -1.650050 0.415396 -0.479469 4.28 0.98 -0.42
O -0.984473 -1.183798 1.055654 1.49 0.80 -1.81
N 2.950084 0.805265 -0.740517 -0.67 0.33 -0.72
H -0.481141 1.580287 -1.498119 -2.02 0.81 -1.03
C -1.599779 1.397417 -1.500781 0.72 1.21 -2.16
H 1.101760 1.476869 -1.499674 1.24 -1.20 0.85
H 3.473737 -1.252231 1.945532 -1.32 1.95 -1.43
C 3.595962 0.070767 0.157229 -1.76 1.59 1.29
C 0.901473 -0.103070 0.022147 -2.98 -1.61 0.30
H -2.698791 -2.202826 0.428923 0.42 0.22 -0.06
```
Positions in Å, forces in eV/Å.

Löwdin analysis output, partial charges in e:
1 N 0.173
2 C -0.019
3 N 0.091
4 H 0.202
5 C -0.002
6 C -0.131
7 C -0.032
8 H 0.114
9 H 0.115
10 H 0.144
11 H 0.168
12 H 0.114
13 C -0.319
14 O -0.004
15 N 0.111
16 H 0.060
17 C -0.040
18 H 0.135
19 H 0.173
20 C -0.059
21 C -0.144
22 H 0.151

---

(2)
Here is a structure of composition C42H41NNiO3P2S at a distorted geometry from OMol25. Energies are from ωB97M-V/def2-TZVPD.

Values from the calculation:
calculated total energy	-122301.5361	eV
expectation value of S²	2.007
2S+1	3
net charge	0
HOMO level (alpha / beta)	-7.05 / -7.05	eV
gap between HOMO and LUMO (alpha / beta)	0.2545 / 0.1967	hartree
relative energy (zero: lowest compared OMol25 entry of this formula, charge and spin)	67.8	kcal per mole

Structure (XYZ):
```
91
Properties=species:S:1:pos:R:3:forces:R:3
H 1.750606 5.050260 1.459796 -0.18 -0.25 -0.06
C -1.808200 -2.836665 8.671166 0.08 -0.19 -0.40
H -4.271423 -1.017894 1.603574 0.19 -0.12 -0.63
H 1.742575 -3.767019 1.148745 -0.33 0.05 0.58
C 1.278970 4.173881 1.011654 -0.13 -0.10 -0.01
C -1.749686 -3.311065 5.952343 -0.27 -0.73 0.45
H -2.355721 7.595596 -3.491750 0.11 -0.11 -0.03
H -2.315520 5.241578 -2.707029 0.10 0.01 -0.06
H -1.413293 -1.274217 -6.212640 0.02 0.21 -0.08
H 2.776719 0.202491 2.529202 0.16 -0.33 -0.05
H 4.638638 -4.164807 4.046849 -0.21 0.07 0.00
C 2.078050 -1.712762 1.828568 0.89 0.26 -0.14
C -1.438736 7.016165 -3.559321 0.29 0.04 -0.15
H 1.614807 -0.009214 4.438400 -0.48 -0.76 -0.24
S -1.560833 -3.437428 4.199176 0.20 1.79 1.57
H -0.190351 0.994930 -0.687499 -0.03 0.20 0.17
H -3.339633 -2.317581 0.741036 -0.03 0.55 0.26
H 1.876707 5.004295 -3.750383 -0.31 0.15 0.01
C 2.855738 -0.847968 2.852516 0.71 0.66 0.05
C -1.292569 0.868001 -5.924758 0.30 -0.26 0.08
C 0.262503 3.104352 -0.908981 0.56 0.45 0.08
O -1.260670 0.181728 5.381316 -1.01 -1.94 0.17
H 2.133297 3.003807 -3.469318 -0.17 -0.41 -0.24
C 2.284889 -3.207030 1.918154 -0.59 0.06 0.21
C -0.254483 -3.726190 -3.440517 0.10 0.29 -0.12
H 0.426931 0.961293 1.743677 0.20 0.08 -0.18
H -1.237559 3.033451 -5.986593 0.00 -0.11 -0.05
C 0.867211 -2.924316 -3.687599 -0.33 -0.02 0.20
H 1.236606 -2.175322 5.670781 0.55 0.78 0.14
O -0.203867 -3.857518 3.948298 -0.84 0.32 -0.41
H -0.132915 -4.800375 -3.309667 -0.06 0.23 -0.04
C -1.382530 2.119994 -6.560782 -0.02 -0.32 -0.05
H -0.318661 8.621735 -4.493314 -0.02 -0.30 0.17
C 0.180835 1.893182 -0.190562 -0.05 0.55 -0.10
O -2.660300 -4.151660 3.615540 0.26 0.55 -0.34
C 0.787148 4.248976 -0.294585 0.10 -0.32 0.37
H -2.397190 -3.767233 -3.153485 0.21 0.12 -0.03
C 1.161088 2.985355 1.737497 -0.09 0.12 -0.18
H 4.478296 -2.535933 3.441910 -0.17 -0.52 0.27
H -1.792223 -0.730286 8.155400 0.02 -0.30 -0.18
C 2.204822 -0.914129 4.219206 -1.07 0.09 -0.08
C -1.762943 -1.999537 6.392219 0.36 -0.20 1.42
H 3.927430 -1.103206 2.862519 -0.59 0.42 -0.28
H -1.829683 -1.128089 -8.642982 -0.02 0.27 0.19
P -0.284714 3.167102 -2.657763 -0.45 1.05 0.36
N -1.720544 -1.654687 4.062976 0.88 -2.68 1.64
H -2.000490 1.096592 -9.759257 0.09 -0.02 0.42
C 0.932872 5.548222 -3.704693 -0.31 0.32 -0.04
C -1.683295 -1.771349 -3.531577 0.59 -0.04 -0.08
H 1.599176 -0.929023 -3.993048 -0.24 -0.21 -0.02
C -3.320606 -1.263257 1.079729 -0.90 -0.40 -0.54
H 2.490283 -4.878622 3.189543 0.51 0.07 -0.76
C 1.162773 2.501171 -3.536156 -0.21 -1.17 -0.68
H -1.873679 -5.426803 6.399210 0.16 0.37 0.24
C -1.821120 -4.160683 8.190409 -0.05 0.16 -0.39
C -1.722573 -0.213425 -8.056050 -0.06 0.28 -0.05
H 1.007186 -1.508201 2.030098 0.23 -0.29 -0.24
H -1.691873 3.177076 -8.422928 0.00 -0.31 0.22
C -1.807047 1.033693 -8.683646 0.05 -0.01 0.16
C 2.093800 -1.993876 5.005392 0.98 0.52 0.68
H 2.292479 -1.357442 0.806398 -0.10 0.01 0.27
C -1.415832 5.696104 -3.113064 0.57 -0.01 -0.17
C -1.479741 -0.294474 -6.683207 0.03 0.19 -0.19
C -1.814005 -4.414338 6.809701 -0.04 0.43 0.25
C -1.576674 -1.011672 5.297361 0.68 1.06 -0.92
H -3.157702 -0.612722 0.206430 -0.12 -0.06 0.30
H 2.830445 -3.857095 5.682017 0.27 -0.01 -0.05
C -0.290112 7.600111 -4.109467 0.09 -0.28 0.14
C -0.228650 4.942656 -3.194308 0.47 0.13 0.42
H 1.810499 7.321370 -4.568580 -0.31 -0.12 0.11
C 0.901681 6.868258 -4.165012 -0.25 -0.05 0.01
P -0.840350 0.818508 -4.098810 -0.74 -1.02 -1.11
C 3.905944 -3.364037 3.871658 -0.14 -0.02 0.32
H 1.862136 -3.366397 -3.761993 -0.30 0.07 0.10
H -1.765775 -2.669557 9.751388 -0.14 0.04 -0.44
C -1.526032 -3.145060 -3.357106 0.18 0.00 0.02
C 3.245609 -2.960696 5.201134 -0.22 -0.81 -0.48
H 0.827035 5.191644 -0.845760 0.06 -0.31 0.19
H -2.666951 -1.310501 -3.454768 0.14 -0.10 -0.06
H 1.529311 0.890142 -5.003213 0.07 0.39 0.48
H 4.036556 -2.570889 5.868763 -0.61 0.14 -0.06
C -1.636797 2.202452 -7.930458 -0.03 -0.25 -0.05
H -1.834499 -4.995911 8.896492 -0.02 0.32 -0.27
C -0.561167 -0.966409 -3.808455 0.09 -0.28 -0.15
Ni -2.142484 -0.954732 2.488695 0.48 1.11 -1.52
C 0.714444 -1.544948 -3.839894 -0.22 -0.38 -0.05
C 0.877339 1.391706 -4.275032 0.17 1.38 0.53
C 0.574423 1.861328 1.146273 0.10 0.14 -0.07
C 2.850579 -3.872224 2.927442 0.21 -0.30 -0.18
C -1.803627 -1.756195 7.782208 0.18 -0.07 -0.29
H 1.526889 2.933468 2.763149 -0.15 0.01 -0.23
```
Positions in Å, forces in eV/Å.

Löwdin analysis output, partial charges in e:
1 H 0.104
2 C -0.059
3 H 0.000
4 H 0.101
5 C -0.082
6 C -0.236
7 H 0.101
8 H 0.099
9 H 0.094
10 H 0.090
11 H 0.111
12 C -0.186
13 C -0.089
14 H 0.099
15 S 0.690
16 H 0.097
17 H 0.004
18 H 0.087
19 C -0.199
20 C -0.345
21 C -0.368
22 O 0.049
23 H 0.068
24 C -0.112
25 C -0.089
26 H 0.076
27 H 0.095
28 C -0.082
29 H 0.095
30 O -0.281
31 H 0.100
32 C -0.105
33 H 0.102
34 C -0.094
35 O -0.285
36 C -0.090
37 H 0.103
38 C -0.087
39 H 0.086
40 H 0.125
41 C -0.094
42 C -0.139
43 H 0.094
44 H 0.102
45 P 0.956
46 N -0.203
47 H 0.101
48 C -0.103
49 C -0.120
50 H 0.084
51 C -0.233
52 H 0.113
53 C -0.306
54 H 0.126
55 C -0.056
56 C -0.089
57 H 0.089
58 H 0.103
59 C -0.097
60 C -0.108
61 H 0.109
62 C -0.106
63 C -0.093
64 C -0.027
65 C -0.493
66 H -0.012
67 H 0.105
68 C -0.089
69 C -0.385
70 H 0.104
71 C -0.086
72 P 0.961
73 C -0.206
74 H 0.103
75 H 0.110
76 C -0.090
77 C -0.185
78 H 0.098
79 H 0.103
80 H 0.083
81 H 0.116
82 C -0.092
83 H 0.110
84 C -0.409
85 Ni 0.798
86 C -0.097
87 C -0.330
88 C -0.099
89 C -0.122
90 C 0.011
91 H 0.104

---

(3)
Here is a cluster of 2 separate species, C19H22BrI2NO5P in total at a distorted geometry from OMol25. Energies are from ωB97M-V/def2-TZVPD.

Values from the calculation:
calculated total energy	-127311.2294	eV
net charge	+1
HOMO level	-12.25	eV
gap between HOMO and LUMO	0.2784	hartree
relative energy (zero: lowest compared OMol25 entry of this formula, charge and spin)	52.5	kcal per mole

Structure (XYZ):
```
51
Properties=species:S:1:pos:R:3:forces:R:3
O -1.976017 -2.973656 -7.078935 0.11 0.03 0.12
C 0.259714 0.392592 0.442285 -0.81 1.16 0.93
H -1.672491 -1.649027 -0.037355 -0.07 1.23 0.49
C -2.126456 -0.834178 0.591178 -0.22 -1.09 0.53
C 2.620412 1.627760 0.261426 -0.13 1.02 0.56
H 4.589331 0.721800 0.540252 -0.89 0.46 0.62
C -0.418454 -1.702980 -5.859378 0.13 0.17 0.13
H 4.278803 -0.785595 2.297968 -0.99 0.48 -0.36
H 1.555627 0.440946 3.278073 0.93 -0.06 0.19
C -4.111411 2.022700 1.259316 -0.75 -0.22 1.12
H -3.043548 2.381940 3.114259 -0.17 -0.80 -0.81
H -4.460139 -1.847762 1.101770 -0.08 0.15 0.62
C -1.145406 0.311119 0.930210 1.43 1.79 0.30
H 4.170820 1.762160 1.938389 -0.62 -0.42 -0.74
H 3.225073 0.661104 4.087279 -0.76 -0.37 -0.82
N -0.740612 2.466207 2.102620 0.49 -1.80 -1.36
H -0.331605 5.343381 2.519613 0.52 0.23 0.11
C 0.648570 -4.230519 -5.050962 -0.10 -0.11 -0.09
H -3.035559 -0.487715 0.021002 1.13 0.01 0.61
C -3.058434 1.552917 2.344864 1.54 0.81 -0.53
C 1.165956 1.525905 0.798406 -2.27 -0.25 0.46
H 2.687668 1.179262 -0.762797 -0.23 0.22 1.05
C -2.697827 -1.583556 1.897535 0.13 1.13 0.20
H -1.106221 3.211632 2.707661 0.31 -0.44 -0.18
C 3.316461 -0.260472 2.022930 0.55 0.33 0.93
O 2.208162 -2.960020 -3.828810 -0.19 0.08 0.11
H -0.880355 -0.789088 -6.211344 -0.02 -0.03 -0.04
O -5.200998 2.334048 1.608166 0.71 -0.20 -0.13
H -3.390363 0.636511 2.888691 0.02 0.71 -0.86
H -2.349496 -2.643925 1.972521 -0.36 0.83 -0.24
H 2.832678 2.730946 0.124355 -0.21 -1.06 0.09
C 0.632325 -1.699432 -5.041387 -0.13 0.10 -0.06
O -4.134614 -1.456700 1.934219 0.91 -0.52 -0.59
C -0.402561 -4.235215 -5.869182 0.14 -0.12 0.13
C 3.737131 1.031181 1.215076 0.22 -1.28 -0.46
H 1.111033 -5.144037 -4.698944 0.04 0.03 0.01
I 0.979472 -1.182936 -0.860846 -0.39 1.08 0.66
H 2.718495 -1.004313 1.440897 0.51 0.79 0.31
C -1.595506 1.427053 1.770685 -0.02 -0.93 -0.41
C 1.246767 -2.963212 -4.575041 0.16 -0.05 0.04
P 1.515593 4.124603 2.207909 0.24 1.36 -1.17
Br 3.118360 3.603400 3.681836 -1.17 0.06 -0.04
O 0.417451 5.075035 3.085373 0.18 -1.92 -0.44
H -2.334589 -1.038955 2.815780 -0.27 -0.81 -0.85
C -1.018135 -2.971439 -6.336151 -0.22 -0.05 -0.21
H 1.082822 -0.781981 -4.682848 0.04 -0.02 -0.01
H -0.852258 -5.152630 -6.227508 -0.02 0.04 -0.03
H 2.486310 -0.961760 3.917866 -0.02 1.06 -0.46
C 2.592488 0.038324 3.399485 0.30 -1.21 -0.05
C 0.572036 2.559414 1.662551 0.09 -1.64 0.30
I -3.686504 2.179162 -0.860962 0.28 0.06 0.31
```
Positions in Å, forces in eV/Å.

Löwdin analysis output, partial charges in e:
1 O 0.122
2 C -0.434
3 H 0.055
4 C -0.165
5 C -0.190
6 H 0.121
7 C 0.027
8 H 0.117
9 H 0.050
10 C -0.772
11 H 0.140
12 H 0.104
13 C -0.184
14 H 0.048
15 H 0.045
16 N 0.097
17 H 0.059
18 C 0.022
19 H 0.065
20 C -0.060
21 C -0.204
22 H 0.079
23 C -0.210
24 H 0.146
25 C -0.252
26 O 0.060
27 H 0.125
28 O 0.030
29 H 0.118
30 H 0.130
31 H 0.106
32 C 0.004
33 O -0.086
34 C 0.029
35 C -0.199
36 H 0.125
37 I 1.075
38 H 0.036
39 C -0.156
40 C -0.402
41 P 0.618
42 Br 0.405
43 O -0.370
44 H 0.115
45 C -0.384
46 H 0.114
47 H 0.127
48 H 0.083
49 C -0.130
50 C -0.303
51 I 0.908